(1)
Formula: C24H47O19PS
Source: OMol25
Level of theory: wB97M-V/def2-TZVPD

Computed properties:
E_HOMO = -9.364 eV
SMILES = CC(C)CC[C@H]1OC(=O)C[C@H]1P(O)(O)=S.COC(=O)OC.COC(=O)OC.COC(=O)OC.COC(=O)OC.COC(=O)OC

Geometry (Å):
1 C 1.7649 2.9032 1.2970
2 C 0.6379 2.4141 0.3383
3 C 1.2834 1.8946 -0.9737
4 C -0.3107 3.5514 0.0009
5 C -1.0438 4.1384 1.2134
6 C -2.4640 3.6367 1.6239
7 O -3.2988 4.8341 1.6749
8 C -3.7074 5.0833 0.4068
9 O -3.9462 6.1745 -0.0046
10 C -3.8666 3.7639 -0.3433
11 C -3.3572 2.7798 0.7157
12 P -2.9703 1.0913 0.1979
13 O -2.1463 0.3963 1.3960
14 O -4.4170 0.4103 0.3857
15 S -2.2657 0.8039 -1.5631
16 H 2.7297 2.5320 0.9836
17 H 1.5792 2.5518 2.3068
18 H 1.7624 3.9870 1.3010
19 H 0.1316 1.6028 0.8519
20 H 2.3099 2.2292 -1.0657
21 H 1.2390 0.8168 -1.0402
22 H 0.7470 2.3270 -1.8102
23 H -1.0053 3.2848 -0.7859
24 H 0.3129 4.3449 -0.4045
25 H -0.4085 4.0385 2.0871
26 H -1.1385 5.2055 1.0623
27 H -2.4069 3.2506 2.6338
28 H -3.3888 3.7324 -1.3084
29 H -4.9435 3.6545 -0.3780
30 H -4.2328 2.6007 1.3397
31 H -1.6852 1.0665 1.9201
32 H -4.2920 -0.5427 0.2505
33 C 1.9516 -1.2848 1.8373
34 O 3.0858 -0.8856 1.0613
35 C 4.2598 -1.0898 1.6561
36 O 4.4277 -1.5675 2.7460
37 O 5.2204 -0.6679 0.8316
38 C 6.5468 -0.8257 1.3433
39 H 1.0700 -1.0641 1.2411
40 H 1.9828 -2.3505 2.0520
41 H 1.9018 -0.7189 2.7653
42 H 6.7633 -1.8752 1.5308
43 H 6.6756 -0.2521 2.2586
44 H 7.2126 -0.4450 0.5747
45 C -3.5189 -0.8723 4.0588
46 O -3.0875 -1.6303 5.1920
47 C -1.7771 -1.8830 5.2177
48 O -0.9696 -1.5137 4.4044
49 O -1.5175 -2.6047 6.3018
50 C -0.1411 -2.9746 6.4568
51 H -4.5854 -0.7104 4.1853
52 H -3.0073 0.0863 4.0263
53 H -3.3363 -1.4178 3.1362
54 H 0.4860 -2.0892 6.5361
55 H 0.1851 -3.5919 5.6223
56 H -0.0880 -3.5487 7.3759
57 C 1.3659 3.1350 -7.1419
58 O 0.0080 2.7702 -7.4124
59 C -0.7509 2.6590 -6.3236
60 O -0.3859 2.8285 -5.1893
61 O -1.9910 2.3466 -6.7056
62 C -2.8987 2.1613 -5.6144
63 H 1.8678 3.1679 -8.1047
64 H 1.4144 4.1161 -6.6736
65 H 1.8466 2.3945 -6.5060
66 H -2.9659 3.0673 -5.0157
67 H -2.5790 1.3299 -4.9892
68 H -3.8693 1.9374 -6.0465
69 C -0.5839 -8.5686 2.8763
70 O -1.6922 -7.6755 2.7362
71 C -1.7787 -6.7554 3.6944
72 O -1.0234 -6.6303 4.6233
73 O -2.8414 -5.9917 3.4460
74 C -3.0534 -4.9634 4.4166
75 H -0.6419 -9.2531 2.0359
76 H 0.3561 -8.0220 2.8414
77 H -0.6543 -9.1242 3.8090
78 H -2.1938 -4.3019 4.4556
79 H -3.2360 -5.3909 5.4000
80 H -3.9290 -4.4081 4.0943
81 C 3.8617 -0.1753 -7.7431
82 O 3.6553 0.4071 -6.4546
83 C 3.6185 -0.4727 -5.4503
84 O 3.7421 -1.6642 -5.5561
85 O 3.4131 0.2024 -4.3250
86 C 3.3276 -0.6091 -3.1470
87 H 3.8608 0.6494 -8.4498
88 H 4.8188 -0.6911 -7.7829
89 H 3.0575 -0.8669 -7.9858
90 H 4.2542 -1.1565 -2.9914
91 H 2.4927 -1.3036 -3.2221
92 H 3.1648 0.0710 -2.3195

(2)
Formula: C19H40Cu2F3N6O10
Source: OMol25
Level of theory: wB97M-V/def2-TZVPD

Computed properties:
E_HOMO (alpha / beta) = -14.167 / -14.167 eV
Net charge = +3
<S²> = 2.013
Multiplicity = 3

Geometry (Å):
1 Cu 5.9559 0.9518 -0.3727
2 Cu -2.8670 -3.6520 -1.0977
3 N 0.8642 0.0546 0.0397
4 O 2.0759 0.1543 -0.3145
5 O 0.3830 0.9592 0.6567
6 O 0.1018 -0.8041 -0.3583
7 C 0.8596 -2.7360 -5.8939
8 C -0.5213 -3.4013 -5.9036
9 O -1.0275 -3.7073 -4.8449
10 N -1.1399 -3.4629 -7.1001
11 C -2.3681 -4.1646 -7.3278
12 H 1.3277 -2.8266 -6.8741
13 H 1.5535 -3.1184 -5.1453
14 H 0.8034 -1.6594 -5.7329
15 H -0.8068 -2.9608 -7.9107
16 H -2.9449 -4.2733 -6.4093
17 H -2.0314 -5.1459 -7.6621
18 H -3.0097 -3.5933 -7.9987
19 C 3.4301 -1.9414 4.8476
20 C 4.6023 -2.6270 4.2276
21 O 5.2425 -2.1505 3.2045
22 N 5.0210 -3.7344 4.8171
23 C 6.1328 -4.4952 4.3268
24 H 3.8307 -1.5392 5.7782
25 H 2.6728 -2.7114 4.9945
26 H 3.0938 -1.1421 4.1873
27 H 4.6726 -4.1579 5.6652
28 H 6.6117 -4.9976 5.1672
29 H 6.8161 -4.0521 3.6023
30 H 5.5614 -5.2425 3.7762
31 C 2.9863 6.1413 -4.1062
32 C 2.6276 5.1774 -2.9163
33 O 3.5220 4.6056 -2.2862
34 N 1.4443 5.2471 -2.3783
35 C 0.4141 6.3122 -2.6167
36 H 4.0462 5.9030 -4.1958
37 H 2.9765 7.1545 -3.7045
38 H 2.2992 5.9607 -4.9329
39 H 1.3812 4.7583 -1.4966
40 H -0.0268 6.4674 -1.6320
41 H -0.3552 6.0263 -3.3341
42 H 0.8044 7.2771 -2.9404
43 C -3.9700 1.6409 -4.0637
44 C -5.0731 0.9272 -3.3122
45 O -4.9188 -0.2228 -2.9472
46 N -6.1729 1.5817 -3.1134
47 C -7.3880 1.1205 -2.3350
48 H -3.0135 1.6662 -3.5417
49 H -4.3030 2.6752 -4.1501
50 H -3.8865 1.2993 -5.0954
51 H -6.1750 2.5351 -3.4468
52 H -8.1969 1.0603 -3.0631
53 H -7.6834 1.6524 -1.4306
54 H -7.2320 0.0900 -2.0159
55 C 0.4933 -8.0654 2.4847
56 C 0.9265 -6.8989 1.6542
57 O 0.1376 -6.0797 1.2978
58 N 2.1618 -7.0077 1.1884
59 C 2.7195 -6.1250 0.1559
60 H 1.3563 -8.5770 2.9109
61 H -0.0753 -8.8339 1.9610
62 H -0.3068 -7.7253 3.1420
63 H 2.7349 -7.7094 1.6349
64 H 3.6812 -6.4795 -0.2151
65 H 2.9454 -5.1291 0.5371
66 H 1.9897 -6.1045 -0.6535
67 C -1.4485 3.8589 6.9719
68 C -1.5780 4.4717 5.6018
69 O -2.3682 5.6552 5.6093
70 C -1.9038 6.8577 5.6212
71 O -0.6995 7.1218 5.7100
72 C -2.9696 7.9117 5.6156
73 F -2.3699 8.9935 6.1992
74 F -3.5364 8.1217 4.3921
75 F -3.8661 7.5572 6.4604
76 H -0.8785 2.9300 6.9551
77 H -2.3955 3.6211 7.4565
78 H -1.0562 4.3865 7.8413
79 H -2.0976 3.7116 5.0183
80 H -0.5989 4.6570 5.1600

(3)
Formula: C3H5CoO3
Source: OMol25
Level of theory: wB97M-V/def2-TZVPD

Computed properties:
E_HOMO (alpha / beta) = -17.133 / -21.497 eV
Energy relative to the best compared isomer or geometry (same formula, charge and spin) = 3.181 eV
Net charge = +2
<S²> = 6.008
Multiplicity = 5

Geometry (Å):
1 H -1.4690 -0.8878 -2.6321
2 O -1.0606 0.6299 -0.1661
3 C -0.1587 0.2915 -1.0044
4 C -0.6675 -0.2432 1.2180
5 O -0.1839 0.4274 -2.2406
6 O 1.0369 0.2819 -0.4347
7 C 0.8126 -0.3956 1.0553
8 H -1.2443 -1.1711 1.1839
9 H -0.9837 0.3937 2.0478
10 H 1.1841 -1.4163 0.9386
11 H 1.4191 0.1965 1.7451
12 Co 1.3149 1.8929 -1.7108

(4)
Formula: C5H8O2
Source: OMol25
Level of theory: wB97M-V/def2-TZVPD

Computed properties:
E_HOMO = -8.087 eV
Energy relative to the best compared isomer or geometry (same formula, charge and spin) = 5.949 eV

Geometry (Å):
1 C 0.1835 -0.9236 1.4712
2 C 1.1150 0.1480 0.9811
3 O 1.4465 0.1746 -0.3654
4 C 0.3793 -0.0661 -1.2099
5 C -0.7802 0.6512 -0.9453
6 O -1.1142 0.9915 0.3120
7 C -0.2858 0.5123 1.3358
8 H -0.1702 -1.6733 0.7692
9 H 0.3404 -1.2878 2.4806
10 H 1.9426 0.5079 1.5749
11 H 0.4254 -1.0677 -1.6214
12 H -0.4639 -0.0925 -2.8201
13 H -1.3265 1.2932 -1.6238
14 H -1.1839 -0.2452 -2.5667
15 H -0.5080 1.0776 2.2278

no.,M (g mol⁻¹)
1,702.662
2,696.647
3,148.003
4,100.117